# 1
The following is a quantum chemistry calculation of the molecule C4H4S, from the Open Molecules 2025 dataset.

As for the highest occupied orbital energy (alpha / beta): -8.2 / -8.1 eV. The structure (SMILES) is C#S#CC=C. The spin multiplicity is 1.

Each atom is followed by the atoms it is bonded to, with distances in Å.
Atoms and positions in Å:
1 C -1.565 1.323 -0.309  S2 1.668, H6 1.182
2 S -2.299 -0.126 0.074  C1 1.668, C3 1.621
3 C -0.929 -0.962 -0.157  S2 1.621, C4 1.401
4 C 0.395 -0.617 -0.458  C3 1.401, C5 1.315, H7 1.101
5 C 1.396 -0.365 0.356  C4 1.315, H8 1.104, H9 1.089
6 H -1.628 1.881 0.731  C1 1.182
7 H 0.825 -0.600 -1.471  C4 1.101
8 H 2.323 -0.167 -0.209  C5 1.104
9 H 1.482 -0.367 1.442  C5 1.089

---

# 2
The following is a quantum chemistry calculation of the molecule C4H4S, from the Open Molecules 2025 dataset.

As for the highest occupied orbital energy: -8.6 eV. The structure (SMILES) is C#C[C@H]1CS1. The spin multiplicity is 1.

Each atom is followed by the atoms it is bonded to, with distances in Å.
Atoms and positions in Å:
1 C -1.100 1.585 0.868  C2 1.204, H6 1.266
2 C -0.307 0.699 0.680  C1 1.204, C3 1.605
3 C 0.548 -0.629 0.388  C2 1.605, C4 1.441, S5 1.821, H7 1.151
4 C 0.062 -1.071 -0.895  C3 1.441, S5 2.011, H8 0.999, H9 1.211
5 S 1.684 0.116 -0.824  C3 1.821, C4 2.011
6 H -1.537 2.761 1.037  C1 1.266
7 H 0.969 -1.180 1.307  C3 1.151
8 H 0.262 -2.037 -1.057  C4 0.999
9 H -0.581 -0.246 -1.505  C4 1.211

---

# 3
The following is a quantum chemistry calculation of the molecule C4H4S, from the Open Molecules 2025 dataset.

As for the highest occupied orbital energy: -8.5 eV. The structure (SMILES) is S=CC1C=C1. The spin multiplicity is 1.

Each atom is followed by the atoms it is bonded to, with distances in Å.
Atoms and positions in Å:
1 S -0.258 -0.730 3.115  C2 1.612
2 C 0.336 -0.573 1.625  S1 1.612, C3 1.482, H6 1.148
3 C -0.432 0.175 0.602  C2 1.482, C4 1.542, C5 1.452, H7 1.059
4 C -0.374 -0.269 -0.873  C3 1.542, C5 1.263, H8 0.995
5 C 0.298 0.739 -0.519  C3 1.452, C4 1.263, H9 1.014
6 H 1.161 -1.270 1.235  C2 1.148
7 H -1.169 0.791 1.047  C3 1.059
8 H -0.818 -0.917 -1.485  C4 0.995
9 H 0.789 1.585 -0.788  C5 1.014

---

# 4
The following is a quantum chemistry calculation of the molecule C4H4S, from the Open Molecules 2025 dataset.

As for the highest occupied orbital energy: -8.8 eV. The structure (SMILES) is C#CC(C)=S. The spin multiplicity is 1.

Each atom is followed by the atoms it is bonded to, with distances in Å.
Atoms and positions in Å:
1 C -2.505 -0.330 -0.023  C2 1.215, H6 1.016
2 C -1.343 0.020 0.027  C1 1.215, C3 1.426
3 C 0.062 0.263 0.001  C2 1.426, C4 1.523, S5 1.664
4 C 0.692 1.649 -0.021  C3 1.523, H7 1.090, H8 1.126, H9 1.050
5 S 1.214 -0.939 -0.002  C3 1.664
6 H -3.493 -0.561 0.039  C1 1.016
7 H 0.358 2.336 -0.798  C4 1.090
8 H 0.550 2.192 0.955  C4 1.126
9 H 1.721 1.441 -0.056  C4 1.050

---

The evaluated energy above the lowest of the compared OMol25 structures with the same formula, charge and spin for the records listed, in turn: 173.4; 111.5; 79.9; 58.7 kcal per mole.
The evaluated total energy for the records listed, in turn: -552.71563; -552.81428; -552.86464; -552.89843 Eh.